Formula: C42H50F26O17
Source: OMol25
Level of theory: wB97M-V/def2-TZVPD

Results
- Gap between HOMO and LUMO: 8.46 eV
- LUMO energy: -0.09 eV
- SMILES string: O=C(OCCCC(F)(F)C(F)(F)F)OCCc1ccccc1.CCOC(=O)C(F)(F)F.CCOC(=O)C(F)(F)F.CCOC(=O)C(F)(F)F.CCOC(=O)C(F)(F)F.CCOC(=O)C(F)(F)F.CCOC(=O)C(F)(F)F.CCOC(=O)C(F)(F)F
- E: -5505.54751 hartree
- Highest occupied orbital energy: -8.55 eV
- Strongest force on any atom: 9.21 eV/A

CARTESIAN COORDINATES (ANGSTROEM)
O -0.315 5.129 6.833
C -0.838 3.981 6.320
O -1.773 3.255 7.193
C -1.517 1.806 7.209
C -0.349 1.356 8.318
C -0.853 -0.035 9.025
C 0.168 -1.308 8.865
F 1.339 -1.280 9.794
F -0.627 -2.528 9.269
C 0.689 -1.596 7.338
F -0.173 -1.052 6.264
F 2.116 -1.207 7.258
F 0.659 -3.097 7.167
O -0.462 3.597 4.940
C 0.844 2.902 4.910
C 2.140 3.890 5.090
C 3.248 3.358 6.204
C 3.401 1.775 6.650
C 4.467 1.218 7.786
C 5.478 2.287 8.528
C 5.385 3.865 8.076
C 4.294 4.418 6.943
H -1.234 1.357 6.151
H -2.557 1.292 7.491
H 0.685 1.202 7.793
H -0.254 2.211 9.112
H -1.920 -0.398 8.710
H -0.918 0.192 10.195
H 0.933 2.436 3.815
H 0.805 1.990 5.642
H 1.853 5.007 5.377
H 2.746 3.984 4.069
H 2.696 1.008 6.113
H 4.464 0.066 8.043
H 6.213 1.852 9.349
H 6.119 4.671 8.562
H 4.260 5.560 6.641
C -3.421 2.136 0.758
C -2.305 1.110 0.688
O -1.476 1.341 -0.461
C -0.534 2.331 -0.336
O -0.380 3.004 0.680
C 0.306 2.437 -1.607
F -0.452 2.427 -2.741
F 1.186 1.403 -1.729
F 1.050 3.578 -1.660
H -3.993 2.147 -0.176
H -4.099 1.915 1.587
H -3.024 3.146 0.898
H -2.736 0.110 0.572
H -1.706 1.099 1.605
C 0.340 4.332 -5.861
C -0.978 3.591 -5.743
O -2.059 4.397 -6.235
C -2.219 4.425 -7.598
O -1.497 3.815 -8.384
C -3.427 5.277 -7.981
F -3.464 6.467 -7.316
F -4.606 4.649 -7.702
F -3.464 5.584 -9.308
H 0.282 5.304 -5.361
H 1.152 3.752 -5.415
H 0.592 4.530 -6.907
H -1.189 3.388 -4.688
H -0.947 2.624 -6.257
C -3.311 -4.085 -4.321
C -2.893 -2.725 -3.792
O -3.812 -2.268 -2.788
C -3.640 -2.789 -1.530
O -2.766 -3.603 -1.242
C -4.647 -2.185 -0.555
F -5.915 -2.156 -1.058
F -4.339 -0.896 -0.231
F -4.724 -2.866 0.623
H -4.344 -4.058 -4.680
H -2.658 -4.399 -5.139
H -3.269 -4.845 -3.535
H -2.923 -1.993 -4.606
H -1.868 -2.737 -3.406
C 3.498 -0.984 -4.790
C 2.847 -2.142 -4.059
O 1.578 -2.465 -4.648
C 1.618 -3.231 -5.786
O 2.658 -3.632 -6.303
C 0.206 -3.538 -6.278
F -0.600 -2.438 -6.286
F -0.421 -4.462 -5.494
F 0.180 -4.035 -7.547
H 2.823 -0.123 -4.828
H 4.426 -0.686 -4.296
H 3.730 -1.249 -5.827
H 2.650 -1.853 -3.021
H 3.498 -3.022 -4.031
C -4.356 -4.661 5.399
C -3.910 -4.294 6.801
O -3.737 -2.874 6.922
C -4.881 -2.140 7.114
O -6.005 -2.632 7.181
C -4.550 -0.658 7.274
F -3.664 -0.213 6.336
F -3.988 -0.385 8.486
F -5.645 0.147 7.172
H -3.661 -4.260 4.655
H -4.413 -5.747 5.282
H -5.340 -4.239 5.172
H -2.935 -4.750 7.005
H -4.606 -4.667 7.560
C 1.718 4.744 -11.396
C 1.129 3.346 -11.385
O 2.163 2.362 -11.235
C 2.621 2.158 -9.958
O 2.200 2.765 -8.976
C 3.679 1.057 -9.935
F 4.608 1.198 -10.924
F 3.133 -0.182 -10.101
F 4.377 1.012 -8.765
H 2.493 4.830 -12.165
H 0.943 5.490 -11.589
H 2.194 4.981 -10.440
H 0.641 3.149 -12.346
H 0.367 3.233 -10.607
C 2.509 -7.015 1.032
C 1.848 -6.112 0.008
O 2.627 -4.924 -0.199
C 3.707 -5.049 -1.036
O 4.024 -6.099 -1.590
C 4.416 -3.708 -1.205
F 4.607 -3.060 -0.019
F 3.709 -2.850 -1.995
F 5.648 -3.823 -1.775
H 2.697 -6.470 1.962
H 1.879 -7.881 1.248
H 3.479 -7.375 0.675
H 0.871 -5.789 0.384
H 1.672 -6.633 -0.940

Cartesian forces (eV/Å) of the 6 atoms listed first:
-3.64 -7.68 -3.55
2.86 6.04 2.95
3.25 0.03 -3.33
-0.36 -2.03 0.11
-0.84 0.09 -0.59
0.72 -0.07 1.48